Computed, not measured: a cluster of 3 separate species, C14H48N7O4P5S in total in a non-equilibrium geometry, with ωB97M-V/def2-TZVPD.

Computed properties:
SMILES string ... C[PH](C)([PH2]=S)P(=N)(O)O.CN(C)P(=O)(N(C)C)N(C)C.CN(C)P(=O)(N(C)C)N(C)C
E ... -3351.21865 Ha
Kohn-Sham gap ... 7.40 eV
LUMO ... -0.34 eV
HOMO level ... -7.733 eV

Last column: Mulliken charge in e.
Geometry (Å):
C -6.349 3.692 2.377  -1.3650
P -6.649 3.872 0.524  0.4712
C -6.754 2.391 -0.580  -1.0467
P -4.407 4.116 0.160  0.1372
S -4.240 5.544 -1.194  -0.4664
P -8.874 3.927 0.847  0.7814
N -9.707 3.862 -0.480  -0.8255
O -9.412 2.712 1.804  -0.5218
O -9.249 5.364 1.560  -0.5186
H -7.255 3.976 2.922  0.4444
H -6.120 2.649 2.616  0.4030
H -5.566 4.364 2.723  0.4554
H -6.761 5.200 -0.004  0.0165
H -7.268 1.537 -0.134  0.3534
H -7.232 2.610 -1.534  0.3831
H -5.745 2.055 -0.831  0.3117
H -3.731 4.573 1.321  0.0523
H -3.765 2.912 -0.212  -0.0002
H -9.077 3.768 -1.272  0.2377
H -8.679 2.200 2.167  0.3404
H -8.911 6.029 0.945  0.3441
O -2.241 1.214 0.536  -0.7592
P -1.630 -0.165 0.740  0.6475
N -1.437 -0.092 2.441  0.2779
C -0.275 0.231 3.235  -1.0405
C -2.659 -0.162 3.223  -1.0987
N -0.256 0.099 -0.263  0.3422
C 1.133 0.138 0.169  -0.8314
C -0.443 1.074 -1.342  -1.0590
N -1.284 -1.856 0.773  -0.0054
C -0.462 -2.595 1.702  -0.8763
C -1.591 -2.576 -0.466  -1.0645
H -0.172 -0.486 4.060  0.3836
H -0.339 1.237 3.668  0.3141
H 0.655 0.171 2.677  0.2985
H -2.972 -1.207 3.368  0.2739
H -3.478 0.368 2.728  0.2019
H -2.537 0.291 4.207  0.4417
H 1.316 0.912 0.923  0.2857
H 1.795 0.355 -0.666  0.3364
H 1.479 -0.832 0.529  0.0449
H -0.297 2.103 -0.990  0.3744
H -1.438 0.999 -1.775  0.2890
H 0.264 0.882 -2.151  0.3422
H 0.494 -2.119 1.921  0.2635
H -0.227 -3.584 1.306  0.4077
H -0.977 -2.760 2.655  0.1859
H -0.739 -2.566 -1.155  0.3012
H -2.439 -2.118 -0.976  0.3123
H -1.872 -3.613 -0.267  0.4366
O 3.798 -0.900 -1.181  -0.7748
P 4.819 -1.978 -1.497  0.6624
N 5.554 -2.075 0.047  0.2845
C 6.767 -1.469 0.543  -1.0700
C 4.754 -2.688 1.094  -0.8964
N 5.622 -1.097 -2.747  0.2405
C 6.993 -0.621 -2.721  -1.0556
C 4.793 -0.117 -3.456  -1.0784
N 5.636 -3.418 -1.981  -0.0194
C 6.908 -3.934 -1.529  -0.9001
C 5.147 -4.022 -3.223  -1.1213
H 7.355 -2.208 1.104  0.3835
H 6.562 -0.623 1.211  0.3124
H 7.423 -1.113 -0.247  0.3122
H 4.835 -3.784 1.057  0.2652
H 3.697 -2.425 0.991  0.0329
H 5.067 -2.361 2.086  0.4411
H 7.188 0.056 -1.882  0.3287
H 7.222 -0.064 -3.631  0.3802
H 7.714 -1.441 -2.720  0.2440
H 4.738 0.836 -2.916  0.3386
H 3.782 -0.487 -3.601  0.2817
H 5.201 0.074 -4.452  0.3922
H 7.696 -3.181 -1.473  0.2917
H 7.272 -4.706 -2.206  0.4093
H 6.826 -4.403 -0.543  0.2047
H 5.664 -3.611 -4.098  0.3329
H 4.080 -3.832 -3.347  0.3282
H 5.271 -5.106 -3.217  0.4357